1.
Formula: C3H2O
Source: OMol25
Level of theory: wB97M-V/def2-TZVPD

Positions of all 6 atoms, in Å:
C: 1.03192 0.11599 -0.11144
C: -0.33346 -0.22612 -0.08780
C: -1.46844 -0.36298 -0.03247
H: 1.29510 1.34640 0.12696
H: -2.46139 -0.28833 0.10988
O: 1.93626 -0.58496 -0.00514

Summary:
E_LUMO = -6.05 eV
HOMO level = -10.357 eV
Total charge = 0
SMILES = C#CC=O
Energy above the lowest of the compared OMol25 structures with the same formula, charge and spin = 93.69 kJ/mol

Just the natural (NBO) charges please, in e? Sure, here they are: 0.390, -0.145, -0.095, 0.092, 0.218, -0.459

=====

2.
Formula: C35H54BrN8O7P2
Source: OMol25
Level of theory: wB97M-V/def2-TZVPD

Positions of all 107 atoms, in Å:
C: -1.74499 -0.80535 5.02383
C: -0.66750 -0.70311 3.94851
O: -0.19789 0.65071 3.87424
P: 0.19917 1.19867 2.41682
O: 0.86605 2.49706 2.55080
C: -1.32256 1.29110 1.45703
C: -2.24380 2.30212 2.12721
C: -3.53259 2.49346 1.33700
C: -4.34418 1.20930 1.05939
C: -4.39863 0.16333 2.18205
C: -4.29453 -1.31190 1.73790
N: -3.36601 -1.55827 0.62360
C: -3.07085 2.99836 -0.11908
O: -1.88605 3.37962 -0.19701
O: -3.91611 2.89802 -1.02975
N: -4.42838 3.58114 1.86412
O: -4.21795 4.82227 1.23443
P: -4.71590 3.88208 3.49757
O: -4.58107 2.41502 4.18098
Br: -2.75540 4.88790 4.30397
O: 1.13245 0.04753 1.80231
C: 0.85673 -0.30257 0.43860
C: 1.28294 0.81542 -0.51730
H: -1.73410 0.11173 5.60232
H: -1.59455 -1.66877 5.66112
H: -2.72837 -0.92318 4.57760
H: -1.04477 -1.05087 2.98937
H: 0.16357 -1.35543 4.20637
H: -1.08516 1.62101 0.45514
H: -1.76552 0.29697 1.45237
H: -2.38224 2.01091 3.16756
H: -1.67175 3.22177 2.14351
H: -5.35819 1.54935 0.87738
H: -4.01564 0.79853 0.11594
H: -3.67657 0.32696 2.97379
H: -5.37401 0.24717 2.65727
H: -3.90680 -1.86575 2.59300
H: -5.29056 -1.71097 1.55386
H: -3.89383 -1.75940 -0.21375
H: -2.80984 -2.38148 0.80950
H: -3.45106 5.24454 1.65321
H: -3.72222 2.33712 4.61453
H: -0.16930 -0.61788 0.27051
H: 1.47253 -1.17103 0.22110
H: 2.27612 0.58568 -0.89654
H: 0.63261 0.89111 -1.38168
H: 1.36979 1.75311 0.02133
N: -1.59007 7.53627 6.60574
C: -0.38110 7.80208 7.18174
C: -0.56953 8.77713 8.12589
C: -1.95222 9.10905 8.11759
C: -2.55236 8.32349 7.16861
H: -1.75043 6.86283 5.87648
H: 0.50614 7.27735 6.87253
H: 0.19605 9.20396 8.75189
H: -2.44754 9.83866 8.73607
H: -3.57737 8.25757 6.84747
N: 2.79022 1.60482 -3.83786
C: 4.10860 1.39681 -3.55010
C: 4.54673 0.34842 -4.31493
C: 3.44307 -0.08965 -5.09725
C: 2.37505 0.70819 -4.77902
H: 2.21225 2.31162 -3.41576
H: 4.61956 2.01000 -2.82818
H: 5.54428 -0.05762 -4.31476
H: 3.43607 -0.89553 -5.81357
H: 1.36110 0.71433 -5.14028
N: -1.63015 -4.53192 -1.06911
C: -0.66742 -4.15347 -0.17244
C: -0.45356 -5.20136 0.68107
C: -1.32007 -6.25554 0.28157
C: -2.03124 -5.81172 -0.80032
H: -1.98706 -3.95797 -1.80977
H: -0.21780 -3.17567 -0.21950
H: 0.24612 -5.21266 1.49939
H: -1.40896 -7.22727 0.73669
H: -2.78377 -6.29433 -1.39928
N: 1.84024 4.37016 0.04330
C: 3.03137 4.90766 -0.36213
C: 2.96531 5.09338 -1.71896
C: 1.67802 4.64912 -2.14113
C: 1.00790 4.21509 -1.02407
H: 1.60277 4.11401 0.98754
H: 3.81974 5.10823 0.34309
H: 3.74873 5.50003 -2.33795
H: 1.28746 4.65222 -3.14567
H: 0.02040 3.80022 -0.88240
N: 2.69500 -3.85095 -6.43145
C: 4.01463 -4.05594 -6.14805
C: 4.45103 -5.10351 -6.91683
C: 3.34666 -5.54411 -7.69963
C: 2.28088 -4.74917 -7.37637
H: 2.11790 -3.14619 -6.00919
H: 4.52834 -3.44361 -5.42681
H: 5.45011 -5.50802 -6.92045
H: 3.33887 -6.34979 -8.41404
H: 1.26677 -4.74606 -7.73620
N: 3.94057 -7.38899 -4.69353
C: 2.94177 -8.31899 -4.67869
C: 3.18577 -9.18742 -3.64634
C: 4.38243 -8.75882 -3.01123
C: 4.82039 -7.64622 -3.68167
H: 4.01618 -6.62686 -5.35333
H: 2.14424 -8.28342 -5.40074
H: 2.57516 -10.03233 -3.37552
H: 4.86356 -9.21268 -2.16120
H: 5.68012 -7.01803 -3.52299

Summary:
E_LUMO = 1.77 eV
HOMO level = -5.491 eV
Total charge = -1
Energy above the lowest of the compared OMol25 structures with the same formula, charge and spin = 0.00 kJ/mol

Mulliken population analysis, charges in e, atoms 1 to 99: -1.255, 0.308, -0.364, 0.571, -0.870, 0.533, -1.150, 1.167, -2.437, 0.699, -1.239, -0.330, 0.094, -0.734, -0.780, 0.597, -0.466, -0.048, -0.321, -0.247, -0.478, 0.034, -0.578, 0.262, 0.366, 0.220, -0.130, 0.469, 1.017, -0.620, 0.228, 0.610, 0.508, 0.555, -0.585, 0.663, 0.370, 0.436, 0.221, 0.081, 0.361, 0.305, -0.241, 0.580, 0.357, 0.358, -0.075, 0.080, -0.452, -0.454, -0.522, -0.343, 0.078, 0.351, 0.377, 0.375, 0.350, 0.168, -0.371, -0.666, -0.319, -0.755, 0.138, 0.423, 0.426, 0.510, 0.389, 0.056, -0.584, -0.455, -0.414, -0.597, 0.226, 0.555, 0.427, 0.401, 0.402, 0.165, -0.702, -0.451, -0.921, -0.483, 0.235, 0.447, 0.407, 0.642, 0.825, 0.049, -0.101, -0.894, -0.199, -0.687, 0.213, 0.415, 0.471, 0.397, 0.404, 0.043, -0.237

=====

3.
Formula: C14H23BHgN6
Source: OMol25
Level of theory: wB97M-V/def2-TZVPD

Positions of all 45 atoms, in Å:
H: -2.29361 0.01983 2.25445
N: -1.69567 -0.74829 0.34422
B: -1.65371 -1.60730 -2.06443
N: -2.37725 -1.30646 -0.72101
C: -3.68630 -1.42695 -0.40153
Hg: 0.40959 0.21818 0.66590
H: -4.36784 -1.83887 -1.14363
C: -3.83949 -0.92019 0.88034
H: -4.75946 -0.87147 1.42327
C: -2.58012 -0.47883 1.32885
H: -2.40427 -1.99694 -2.91807
C: 2.78183 0.08767 0.27842
H: 3.39392 0.68854 0.98052
H: 2.72556 0.73344 -0.65549
H: 3.15806 -0.87935 -0.14092
N: -0.51046 -2.64434 -1.77941
N: -0.96522 -0.24841 -2.49249
N: 0.42501 -2.26295 -0.89630
N: -0.13909 0.45801 -1.63395
C: -0.27784 -3.90665 -2.24442
C: -1.07327 0.41801 -3.66209
H: -0.95043 -4.39035 -2.98101
H: -1.72042 -0.01093 -4.43336
C: 0.90148 -4.32459 -1.59106
C: -0.29473 1.55862 -3.55008
C: 1.31748 -3.28009 -0.76347
C: 0.28474 1.56025 -2.27045
H: 1.38144 -5.27865 -1.71281
H: -0.16207 2.30498 -4.29650
H: 2.19220 -3.20114 -0.08577
H: 0.98343 2.27104 -1.78218
H: 2.20363 -0.47524 1.09223
C: 1.45957 1.28197 3.52141
C: 0.71876 2.40872 2.83056
C: 1.64981 3.58757 2.57619
C: 0.04459 2.07669 1.47695
H: 2.35651 0.97369 2.96567
H: 0.80840 0.41699 3.68415
H: 1.78523 1.64376 4.49793
H: -0.06462 2.75666 3.51079
H: 2.47708 3.29873 1.91674
H: 1.15082 4.43060 2.09083
H: 2.11204 3.99011 3.47016
H: 0.13172 2.93180 0.82277
H: -1.03702 1.98214 1.60804

Summary:
E_LUMO = 0.38 eV
HOMO level = -8.390 eV
Total charge = 0
Energy above the lowest of the compared OMol25 structures with the same formula, charge and spin = 206.37 kJ/mol

Just the natural (NBO) charges please, in e? Sure, here they are: 0.218, -0.389, 0.569, -0.319, -0.009, 1.435, 0.227, -0.356, 0.223, -0.045, -0.041, -1.003, 0.247, 0.297, 0.252, -0.324, -0.314, -0.327, -0.404, -0.040, -0.012, 0.226, 0.227, -0.352, -0.362, -0.079, -0.051, 0.220, 0.221, 0.202, 0.214, 0.229, -0.604, -0.248, -0.598, -0.947, 0.187, 0.206, 0.212, 0.190, 0.190, 0.207, 0.204, 0.214, 0.209

=====

4.
Formula: C16H10F6NO8PtS2
Source: OMol25
Level of theory: wB97M-V/def2-TZVPD

Positions of all 44 atoms, in Å:
Pt: 0.93070 0.72998 1.56220
F: 0.35131 -0.56993 -3.75423
C: 0.07593 -0.61536 -2.46094
F: -1.10316 -1.18299 -2.27360
F: 1.01807 -1.35720 -1.85080
S: 0.08481 1.08175 -1.74879
O: -0.26672 0.86800 -0.33516
O: -0.83859 1.83174 -2.51693
N: 1.56768 1.50669 -1.95350
S: 2.60717 1.68857 -0.80448
O: 2.59891 0.55144 0.15157
O: 2.63092 2.98346 -0.20932
C: 4.19433 1.42933 -1.70131
F: 5.17528 1.49899 -0.81441
F: 4.19103 0.22185 -2.26594
F: 4.35564 2.34844 -2.63021
O: -0.68237 -2.16325 0.79109
C: 0.50752 -2.18951 1.03849
O: 1.19076 -1.38878 1.77873
C: 1.35348 -3.26182 0.37648
C: 0.66007 -4.34242 -0.26285
C: 1.30910 -5.32035 -0.97640
C: 2.68636 -5.17108 -1.04916
O: 3.56507 -5.93630 -1.67363
C: 4.86302 -5.36722 -1.47519
O: 4.67080 -4.20378 -0.66646
C: 3.37591 -4.09085 -0.41913
C: 2.72029 -3.11743 0.31378
H: -0.41800 -4.34392 -0.16953
H: 0.79639 -6.13969 -1.45762
H: 5.28162 -5.07404 -2.43607
H: 5.49322 -6.07752 -0.94393
H: 3.22277 -2.28462 0.78462
C: -2.90470 1.04514 4.26219
C: -2.70187 1.99703 3.24436
C: -1.51954 2.00952 2.56191
C: -0.52290 1.01198 2.82346
C: -0.72934 0.10228 3.91194
C: -1.91372 0.10108 4.59066
H: -3.83434 1.05306 4.81658
H: -3.47754 2.71564 3.01892
H: -1.34439 2.74257 1.78546
H: 0.04086 -0.61998 4.14615
H: -2.09644 -0.61532 5.37962

Summary:
E_LUMO (spin up / spin down) = -3.21 / -6.63 eV
HOMO level (spin up / spin down) = -11.685 / -13.059 eV
Total charge = +1
Spin multiplicity = 5
Energy above the lowest of the compared OMol25 structures with the same formula, charge and spin = 0.00 kJ/mol

Just the natural (NBO) charges please, in e? Sure, here they are: 1.222, -0.292, 0.728, -0.290, -0.333, 2.274, -0.990, -0.855, -1.218, 2.229, -0.999, -0.877, 0.755, -0.292, -0.306, -0.281, -0.587, 0.737, -0.761, -0.016, -0.057, -0.280, 0.345, -0.372, 0.212, -0.387, 0.412, -0.269, 0.270, 0.267, 0.218, 0.217, 0.284, -0.015, -0.219, -0.161, -0.132, -0.160, -0.222, 0.232, 0.245, 0.242, 0.241, 0.242

=====

5.
Formula: C3H3N3O
Source: OMol25
Level of theory: wB97M-V/def2-TZVPD

Positions of all 10 atoms, in Å:
C: 0.25677 -0.05183 -1.16192
C: 0.18869 -0.50538 1.07302
C: -0.53673 0.66275 1.35113
H: 0.83192 -1.11735 -2.61091
H: 0.40963 -1.22050 1.92687
H: -0.81888 0.87713 2.34390
N: 0.35945 -0.27876 -2.42576
N: 0.54686 -0.97470 -0.10612
N: -0.86179 1.48411 0.42229
O: -0.37593 1.12453 -0.81251

Summary:
E_LUMO = -1.12 eV
HOMO level = -9.771 eV
Total charge = 0
SMILES = [H]/N=c1\nccno1
Energy above the lowest of the compared OMol25 structures with the same formula, charge and spin = 301.69 kJ/mol

Just the natural (NBO) charges please, in e? Sure, here they are: 0.600, 0.070, -0.092, 0.356, 0.207, 0.220, -0.661, -0.398, 0.033, -0.335

=====

6.
Formula: C2H3BrINO2
Source: OMol25
Level of theory: wB97M-V/def2-TZVPD

Positions of all 10 atoms, in Å:
C: 0.09844 -1.04015 0.24040
C: -0.95625 1.49328 -1.01107
N: -1.55519 0.51998 -1.71260
O: -0.72932 -0.05950 -2.52379
O: -2.72561 0.13768 -1.54250
Br: -2.10067 2.27867 0.25209
I: 0.34010 -2.01091 -1.49646
H: 1.01655 -0.86937 0.94102
H: -0.77908 -1.25981 0.96881
H: -0.13428 2.08540 -1.22905

Summary:
E_LUMO (spin up / spin down) = -2.25 / -1.45 eV
HOMO level (spin up / spin down) = -8.532 / -8.991 eV
Total charge = 0
Energy above the lowest of the compared OMol25 structures with the same formula, charge and spin = 384.72 kJ/mol

Just the natural (NBO) charges please, in e? Sure, here they are: -0.652, -0.124, 0.348, -0.479, -0.456, 0.094, 0.590, 0.221, 0.227, 0.231